# 1
Formula: C3H7O2P
Source: OMol25
Level of theory: ωB97M-V/def2-TZVPD

Computed properties:
* highest occupied orbital energy (alpha / beta): -7.62 / -7.62 eV
* orbital gap (alpha / beta): 6.49 / 6.49 eV
* E: -16605.293 eV
* maximum force: 5.24 eV/A
* energy above the lowest of the compared OMol25 structures with the same formula, charge and spin: 3.395 eV

Last column: Mulliken charge in e.
Positions of all 13 atoms, in Å:
H: -3.098121 -1.236890 -0.508744  0.358
O: -2.987138 -0.325734 -0.738790  -0.381
H: 0.342459 1.861839 -0.069734  0.270
P: -2.456701 0.659312 0.419105  0.447
C: 0.762543 -0.212201 0.125134  0.720
C: 1.056747 1.099871 -0.448461  -1.108
H: -2.417498 -0.237455 1.415635  0.071
O: -0.526611 -0.491050 0.200397  -0.620
H: 2.035105 1.610919 -0.141578  0.302
H: 0.874458 0.986850 -1.450655  0.299
H: 2.866564 -0.684594 0.149676  0.323
H: 1.655430 -2.068832 0.617020  0.225
C: 1.892767 -0.962039 0.430991  -0.906

Forces on the atoms, in the same order (eV/Å):
0.21 -0.97 0.25
-0.57 1.66 0.00
-0.10 -0.42 -0.23
3.01 -1.11 -2.23
2.50 0.12 1.07
0.67 3.21 2.84
-0.36 -0.96 1.67
-1.49 -0.13 0.40
-0.97 -1.34 -0.93
0.04 0.34 -2.79
0.84 0.53 -0.23
0.79 1.61 0.10
-4.58 -2.54 0.08

# 2
Formula: C3H7O2P
Source: OMol25
Level of theory: ωB97M-V/def2-TZVPD

Computed properties:
* highest occupied orbital energy: -9.13 eV
* orbital gap: 9.27 eV
* E: -16603.469 eV
* maximum force: 4.41 eV/A
* energy above the lowest of the compared OMol25 structures with the same formula, charge and spin: 5.218 eV

Last column: Mulliken charge in e.
Positions of all 13 atoms, in Å:
H: -0.977423 1.290430 -1.347972  0.206
O: 1.401079 -1.341005 -0.474117  -0.270
H: 0.411465 -1.582612 1.447358  0.201
C: -0.289145 0.149891 0.454430  -0.464
H: -0.397504 0.527984 1.484565  0.450
C: 0.156817 -1.243526 0.375690  -0.178
H: -0.568359 -1.925536 -0.164283  0.306
H: 1.476958 1.104377 -1.267504  0.015
H: -2.231290 0.174108 -0.715006  0.314
O: 2.370430 -0.515886 0.149446  -0.216
H: -1.798746 1.459641 0.408527  0.274
P: 1.857143 1.112258 0.000359  0.270
C: -1.411426 0.789875 -0.351488  -0.908

Forces on the atoms, in the same order (eV/Å):
-1.14 -0.61 2.29
-1.21 -0.52 0.69
-0.27 -0.01 -1.84
1.54 2.31 0.38
0.22 -0.63 -0.33
1.01 -1.17 0.24
0.92 0.66 0.71
-0.51 -0.12 -2.48
0.13 -0.53 0.26
-0.16 1.53 -0.35
-0.48 0.83 -0.88
-1.65 -2.55 3.20
1.61 0.80 -1.89

# 3
Formula: C3H7O2S
Source: OMol25
Level of theory: ωB97M-V/def2-TZVPD

Computed properties:
* highest occupied orbital energy: -3.93 eV
* orbital gap: 7.23 eV
* total charge: -1
* E: -18155.939 eV
* maximum force: 0.64 eV/A
* energy above the lowest of the compared OMol25 structures with the same formula, charge and spin: 0.676 eV

Last column: Mulliken charge in e.
Positions of all 13 atoms, in Å:
O: -3.340770 0.039761 1.421436  -0.652
H: 0.907532 0.718356 0.623198  0.277
H: 2.200360 2.301885 -1.690130  0.281
S: 1.957092 -0.835516 -0.811281  -0.245
H: 1.744261 2.845673 -0.074518  0.304
C: 1.197631 0.783958 -0.421406  -0.389
O: -1.331831 -0.414790 0.499814  -0.465
H: 0.255514 0.861393 -0.945575  0.322
H: 3.110359 1.755568 -0.295665  0.301
C: -2.514311 -0.657464 0.801753  -0.090
H: 2.094729 -1.217990 0.459659  0.100
H: -2.909750 -1.674259 0.524643  0.239
C: 2.114731 1.976389 -0.641897  -0.983

Forces on the atoms, in the same order (eV/Å):
-0.07 0.22 -0.02
-0.09 -0.02 -0.04
-0.09 -0.28 0.19
0.03 0.24 -0.14
0.04 -0.23 -0.16
0.12 -0.01 0.29
0.29 0.06 -0.19
-0.12 -0.07 -0.18
0.45 -0.06 0.20
-0.37 -0.10 0.51
0.01 -0.12 0.01
0.12 -0.14 -0.24
-0.30 0.52 -0.23

# 4
Formula: C3H7O2S
Source: OMol25
Level of theory: ωB97M-V/def2-TZVPD

Computed properties:
* highest occupied orbital energy: -3.36 eV
* orbital gap: 7.40 eV
* total charge: -1
* E: -18151.819 eV
* maximum force: 5.07 eV/A
* energy above the lowest of the compared OMol25 structures with the same formula, charge and spin: 4.796 eV

Last column: Mulliken charge in e.
Positions of all 13 atoms, in Å:
C: 0.766757 0.090809 -0.176631  -0.467
O: -1.282720 -1.011287 -1.438005  -0.699
C: 1.452010 -1.301666 -0.038606  -1.119
H: -0.847603 2.029152 -0.685473  0.333
S: -1.002454 -0.415039 -0.151965  1.053
H: -2.108744 1.659562 0.704244  0.299
C: -1.687513 1.415584 -0.264278  -0.984
H: -2.479249 1.270459 -1.042628  0.274
H: 1.036113 -2.053176 0.612149  0.281
O: -1.767605 -1.108616 0.936346  -0.679
H: 2.444503 -1.138012 0.287844  0.346
H: 1.120570 -1.657935 -1.025802  0.324
H: 0.861924 0.643018 1.189692  0.038

Forces on the atoms, in the same order (eV/Å):
-0.99 -0.15 4.97
-0.01 -0.59 -1.18
-1.85 0.69 -1.04
-0.89 -0.55 0.81
-0.72 3.13 1.11
0.17 0.36 0.00
0.24 -2.09 -1.28
0.47 0.36 0.73
-0.46 -0.08 0.91
1.44 1.01 -0.72
1.45 -0.23 -0.68
1.66 -0.62 -0.22
-0.50 -1.24 -3.41

# 5
Formula: C3H7O2S
Source: OMol25
Level of theory: ωB97M-V/def2-TZVPD

Computed properties:
* highest occupied orbital energy: -2.77 eV
* orbital gap: 6.15 eV
* total charge: -1
* E: -18153.434 eV
* maximum force: 2.96 eV/A
* energy above the lowest of the compared OMol25 structures with the same formula, charge and spin: 3.181 eV

Last column: Mulliken charge in e.
Positions of all 13 atoms, in Å:
O: 0.330786 2.464134 2.816469  -0.570
C: -0.418955 -1.492308 -1.976435  -0.947
C: -1.179245 -1.022945 0.398629  -0.775
S: 1.519794 3.117385 2.299782  0.207
O: 2.574601 2.110363 2.038970  -0.604
H: 0.103091 -0.853766 -2.811049  0.228
C: -0.272843 -1.096062 -0.525491  0.057
H: 0.668252 -0.742878 -0.091301  0.315
H: -0.829239 -0.577044 1.311908  0.293
H: -0.093480 -2.590181 -2.064822  0.216
H: -1.394432 -1.630910 -2.312944  0.337
H: -2.161016 -1.306536 0.076553  0.273
H: 1.152686 3.620748 0.839731  -0.029

Forces on the atoms, in the same order (eV/Å):
-2.06 -0.62 0.33
2.60 -1.22 -0.71
-0.93 -0.05 -0.18
1.45 1.42 -0.99
0.51 -0.13 -0.49
-0.62 -1.13 1.99
2.08 0.88 -1.09
0.40 -0.23 -1.14
-0.80 -0.19 0.63
0.37 1.49 -0.11
-2.18 0.42 -0.16
-0.90 0.10 0.79
0.08 -0.74 1.11

# 6
Formula: C3H7O2S
Source: OMol25
Level of theory: ωB97M-V/def2-TZVPD

Computed properties:
* highest occupied orbital energy: -4.10 eV
* orbital gap: 7.90 eV
* total charge: -1
* E: -18154.411 eV
* maximum force: 4.48 eV/A
* energy above the lowest of the compared OMol25 structures with the same formula, charge and spin: 2.204 eV

Last column: Mulliken charge in e.
Positions of all 13 atoms, in Å:
H: 0.137155 -2.371578 -1.664337  0.328
H: -0.374621 0.627510 0.806184  0.356
H: -1.509463 -2.003729 -2.511676  0.230
C: 1.075372 1.778587 2.771888  0.093
H: 0.179222 0.324218 -2.431354  0.262
S: -1.447431 0.701924 -0.416965  -0.490
C: -0.722916 -1.686631 -1.695985  -0.997
O: 0.355595 1.045589 1.860800  -0.557
H: 0.695746 -0.407980 -0.645778  0.176
H: -1.171755 -1.984975 -0.758250  0.324
C: -0.148484 -0.168826 -1.444480  -0.380
O: 0.724347 2.694239 3.477478  -0.540
H: 2.207237 1.451653 2.652471  0.194

Forces on the atoms, in the same order (eV/Å):
0.00 -0.01 -0.97
-1.53 1.23 -0.49
1.74 1.18 1.20
-0.06 -2.28 -3.85
-0.35 -0.59 1.79
2.04 -0.24 0.29
0.17 0.11 -0.27
1.79 1.44 2.83
-1.23 0.95 -2.25
-0.55 0.32 0.29
-0.45 -2.38 0.55
-0.08 -0.29 0.20
-1.51 0.55 0.67

# 7
Formula: C3H7O2S
Source: OMol25
Level of theory: ωB97M-V/def2-TZVPD

Computed properties:
* highest occupied orbital energy: -2.99 eV
* orbital gap: 6.90 eV
* total charge: -1
* E: -18155.693 eV
* maximum force: 1.09 eV/A
* energy above the lowest of the compared OMol25 structures with the same formula, charge and spin: 0.921 eV

Last column: Mulliken charge in e.
Positions of all 13 atoms, in Å:
C: -1.221815 0.914483 -0.064044  -0.350
H: 2.533508 -1.049470 0.596835  0.240
H: -0.999910 -1.234543 0.199469  0.323
H: 1.990657 -2.286557 -0.130727  0.301
C: -1.704029 -0.495396 -0.226784  0.052
O: -2.773654 -0.860385 -0.668259  -0.541
S: 1.077445 0.475112 1.591150  -0.680
O: 2.733953 -1.676257 -0.135799  -0.641
H: -1.506884 1.556542 -0.911716  0.236
H: -1.772433 1.391063 0.738728  0.292
H: 0.604167 1.945665 -0.186467  0.288
H: 0.733743 0.380526 -0.821703  0.377
C: 0.305250 0.939219 0.019318  -0.896

Forces on the atoms, in the same order (eV/Å):
0.17 0.07 -1.08
-0.38 0.08 -0.21
0.11 -0.06 -0.17
-0.02 0.16 0.12
-0.44 -0.06 0.54
0.19 0.21 -0.16
-0.17 -0.33 0.24
0.33 -0.20 -0.02
-0.23 -0.50 -0.27
0.31 -0.12 0.76
0.19 0.84 -0.16
-0.22 -0.31 0.07
0.17 0.20 0.34

# 8
Formula: C3H7O2S
Source: OMol25
Level of theory: ωB97M-V/def2-TZVPD

Computed properties:
* highest occupied orbital energy: -2.84 eV
* orbital gap: 6.94 eV
* total charge: -1
* E: -18154.398 eV
* maximum force: 1.13 eV/A
* energy above the lowest of the compared OMol25 structures with the same formula, charge and spin: 2.217 eV

Last column: Mulliken charge in e.
Positions of all 13 atoms, in Å:
H: -1.349892 -1.704856 -0.374236  0.269
H: -0.464442 1.070117 0.754819  0.196
C: -0.506765 -2.304357 -0.039990  -0.999
H: -0.303761 1.408370 -1.032290  0.208
C: 1.135060 2.305294 0.197699  -0.362
H: -0.566304 -2.483507 1.031498  0.259
O: 0.893643 -0.920013 -1.834009  -0.638
O: 2.144847 -2.431155 -0.314792  -0.668
C: 0.063764 1.575782 -0.035722  -0.479
H: 1.684101 2.786804 -0.594184  0.218
H: 1.537793 2.435217 1.191805  0.209
H: -0.477510 -3.247033 -0.576373  0.331
S: 1.133476 -1.336238 -0.420717  0.457

Forces on the atoms, in the same order (eV/Å):
-0.09 0.13 -0.03
-0.05 -0.08 0.19
0.78 0.58 -0.14
-0.02 -0.06 -0.23
0.10 0.33 0.19
0.04 -0.03 0.15
-0.11 0.07 -0.13
-0.04 -0.04 0.06
-0.14 0.12 -0.03
0.07 0.03 -0.23
0.00 -0.04 0.15
0.14 -0.14 -0.18
-0.67 -0.88 0.23